w:
DFT (wB97M-V/def2-TZVPD) results for a 2-piece molecular cluster, C6H15NO overall.

SMILES = CCC(N)=O.CCC
2S+1 = 1
M = 117.19 Da
Charge = 0

Structure (XYZ):
```
23
C6H15NO (wB97M-V/def2-TZVPD)
O 1.508 -1.165 -2.378
N -0.084 0.360 -2.815
C -0.192 -2.765 -0.678
C -0.468 2.311 1.730
C -0.328 2.286 3.286
C 0.357 -0.847 -2.253
C -0.719 -1.576 -1.479
C 0.242 1.003 3.860
H -1.375 2.327 3.614
H 0.317 -2.298 0.172
H -0.410 3.365 1.448
H 1.335 1.067 3.938
H -1.459 1.999 1.416
H 0.376 -3.511 -1.216
H 0.015 0.838 4.913
H -0.031 0.167 3.222
H -1.063 0.587 -2.894
H 0.612 0.759 -3.439
H 0.389 1.815 1.281
H -1.524 -1.782 -2.189
H 0.144 3.217 3.586
H -1.108 -0.846 -0.771
H -0.998 -3.240 -0.105
```

***

x:
DFT (wB97M-V/def2-TZVPD) results for a 2-piece molecular cluster, C6H15NO overall.

SMILES = CC(N)=O.CC(C)C
2S+1 = 1
M = 117.19 Da
Charge = 0

Structure (XYZ):
```
23
C6H15NO (wB97M-V/def2-TZVPD)
O 0.617 -0.838 2.747
N -0.866 0.842 2.614
C 0.418 0.340 2.522
C 1.488 1.304 2.085
C -0.323 0.873 -1.373
C 0.039 -0.628 -1.341
C 0.409 -1.218 -2.705
C -1.152 -1.368 -0.698
H 2.346 1.002 2.672
H 1.035 -0.509 -3.227
H 0.558 1.345 -1.763
H -1.171 0.907 -2.100
H -1.592 0.473 3.212
H -0.515 -1.404 -3.258
H 1.600 1.091 1.026
H -0.843 -2.274 -0.188
H 1.287 2.335 2.350
H 0.991 -0.716 -0.793
H -1.882 -1.605 -1.450
H -0.701 1.176 -0.397
H -1.664 -0.751 0.050
H -0.897 1.853 2.640
H 0.819 -2.229 -2.627
```

***

Top of the stability list: x, leading by 3.0 kcal/mol.

***

w:
DFT (wB97M-V/def2-TZVPD) results for one molecule with the formula C6H15NO.

SMILES = CC(C)[C@H](C)NCO
2S+1 = 1
M = 117.19 Da
Charge = 0

Structure (XYZ):
```
23
C6H15NO (wB97M-V/def2-TZVPD)
O 1.299 -2.348 -1.462
N 0.810 -0.366 -0.065
C 1.681 -1.067 -1.179
C -0.354 0.396 -0.541
C -1.687 -0.277 -0.785
C 0.398 2.196 1.343
C -0.749 1.255 0.729
C -1.250 0.390 1.885
H 0.891 1.955 2.228
H 1.598 -0.519 -2.117
H -2.424 0.253 -1.396
H 0.547 -1.032 0.614
H 2.686 -1.192 -0.772
H 1.187 2.184 0.624
H 0.366 -2.534 -1.419
H -0.596 -0.482 1.983
H -2.127 -0.070 1.898
H -2.306 -0.577 0.027
H -1.591 1.993 0.348
H -1.395 -1.206 -1.416
H -0.087 1.106 -1.392
H -0.106 3.186 1.391
H -0.939 0.920 2.843
```

***

x:
DFT (wB97M-V/def2-TZVPD) results for a 2-piece molecular cluster, C6H15NO overall.

SMILES = CC(C)=C(C)N.CO
2S+1 = 1
M = 117.19 Da
Charge = 0

Structure (XYZ):
```
23
C6H15NO (wB97M-V/def2-TZVPD)
O 1.605 -0.805 2.416
N -1.966 -0.626 -1.276
C 0.540 0.452 -2.119
C 0.063 0.518 -0.682
C -1.700 0.090 1.029
C 0.755 1.589 0.130
C -1.210 0.122 -0.378
C 1.333 -1.670 1.330
H 1.506 0.941 -2.226
H 2.011 -0.005 2.065
H -0.142 0.958 -2.808
H 0.568 2.585 -0.277
H -2.960 -0.654 -1.065
H 0.723 -2.481 1.727
H 0.642 -0.584 -2.449
H 1.836 1.425 0.098
H -0.889 -0.335 1.668
H -2.586 -0.530 1.131
H -1.922 1.087 1.396
H 2.260 -2.117 0.951
H -1.760 -0.474 -2.250
H 0.841 -1.044 0.417
H 0.450 1.557 1.172
```

***

y:
DFT (wB97M-V/def2-TZVPD) results for a 2-piece molecular cluster, C6H15NO overall.

SMILES = CC(N)=O.CC(C)C
2S+1 = 1
M = 117.19 Da
Charge = 0

Structure (XYZ):
```
23
C6H15NO (wB97M-V/def2-TZVPD)
O -1.589 -3.160 1.620
N 0.454 -2.265 1.277
C 0.244 1.140 -0.246
C 0.170 1.473 1.223
C -0.817 -2.579 0.885
C -0.608 2.036 -1.161
C 1.651 1.001 -0.871
C -1.188 -2.209 -0.527
H -1.717 -2.988 -1.058
H -0.138 0.128 -0.420
H -0.855 1.595 1.550
H -0.329 -1.770 -1.040
H -0.796 1.503 -2.090
H 0.901 -1.453 0.884
H -0.060 2.946 -1.398
H 1.586 0.890 -1.946
H -1.798 -1.311 -0.486
H 0.650 0.710 1.842
H -1.539 2.340 -0.687
H 2.130 0.116 -0.440
H 0.631 -2.374 2.264
H 2.279 1.863 -0.628
H 0.741 2.367 1.454
```

***

z:
DFT (wB97M-V/def2-TZVPD) results for C6H15NO as an isolated structure.

2S+1 = 1
M = 117.19 Da
Charge = 0

Structure (XYZ):
```
23
C6H15NO (wB97M-V/def2-TZVPD)
O 2.051 0.978 -2.271
N 0.268 0.020 0.936
C -1.044 0.131 0.995
C 0.952 1.032 0.130
C 2.476 0.981 0.398
C -1.938 -0.570 -0.049
C -1.471 -2.039 -0.058
C 0.661 0.766 -1.360
H -0.406 -2.061 0.161
H -1.583 -0.855 2.803
H 2.766 0.146 -0.244
H -1.327 1.195 1.204
H 2.985 1.805 -0.091
H 0.673 1.667 -1.965
H -2.997 -0.529 0.235
H -0.089 0.042 -1.661
H 1.649 0.066 -1.853
H 2.599 0.817 1.466
H 0.634 2.051 0.443
H -1.318 -0.521 2.079
H -2.073 -2.611 0.651
H -1.597 -2.559 -1.010
H -1.875 0.050 -0.939
```

***

Top of the stability list: y, leading by 38.6 kcal/mol.

***

w:
DFT (wB97M-V/def2-TZVPD) results for a 2-piece molecular cluster, C6H15NO overall.

SMILES = CCC(N)=O.CCC
2S+1 = 1
M = 117.19 Da
Charge = 0

Structure (XYZ):
```
23
C6H15NO (wB97M-V/def2-TZVPD)
O 0.411 -2.548 2.106
N -0.580 -1.704 0.290
C 0.586 -0.120 1.816
C 0.267 2.344 -2.260
C 0.219 -1.558 1.428
C -0.598 1.132 -1.824
C -2.060 1.491 -2.041
C 1.966 0.217 1.265
H 2.692 -0.582 1.410
H -0.264 0.226 -2.317
H -0.492 0.916 -0.746
H -0.890 -2.582 -0.077
H -0.148 3.213 -1.727
H -0.203 0.556 1.452
H -2.631 0.786 -1.379
H 0.611 -0.175 2.907
H 1.254 2.355 -1.832
H -2.517 1.128 -2.972
H 0.185 2.434 -3.345
H -0.895 -0.814 -0.070
H 1.897 0.426 0.191
H 2.242 1.199 1.679
H -2.401 2.477 -1.722
```

***

x:
DFT (wB97M-V/def2-TZVPD) results for a 2-piece molecular cluster, C6H15NO overall.

SMILES = C=CCCCCN.O
2S+1 = 1
M = 117.19 Da
Charge = 0

Structure (XYZ):
```
23
C6H15NO (wB97M-V/def2-TZVPD)
O -2.387 -2.155 0.884
N 0.778 -1.388 1.752
C 1.384 -0.139 -0.445
C -0.877 1.151 -2.243
C -0.828 1.994 -1.183
C 0.984 1.126 0.186
C -0.613 1.433 0.186
C 0.905 -1.388 0.304
H 2.496 -0.109 -0.425
H -0.908 0.125 -1.892
H 1.630 -1.470 2.282
H -0.874 2.167 0.956
H 1.417 1.932 -0.405
H 0.423 -0.487 2.004
H -2.403 -2.752 1.602
H -1.038 1.353 -3.307
H 0.993 -0.403 -1.421
H -1.173 0.490 0.226
H -1.622 -1.577 0.853
H -1.168 2.978 -1.124
H -0.113 -1.813 -0.018
H 1.575 -2.323 0.061
H 1.417 1.252 1.166
```

***

y:
DFT (wB97M-V/def2-TZVPD) results for a 2-piece molecular cluster, C6H15NO overall.

SMILES = C=C(C)O.CN(C)C
2S+1 = 1
M = 117.19 Da
Charge = 0

Structure (XYZ):
```
23
C6H15NO (wB97M-V/def2-TZVPD)
O -1.547 -1.697 0.051
N 0.445 1.726 -1.013
C 0.774 0.301 -1.324
C 0.332 -2.414 1.303
C 0.395 2.456 -2.289
C -1.894 -2.303 2.472
C -1.007 -2.165 1.263
C 1.390 2.350 -0.101
H 0.954 -0.250 -0.373
H 0.853 -2.506 0.387
H -2.548 -1.429 2.650
H 0.794 -2.451 2.231
H 1.009 3.333 0.123
H 1.665 0.216 -1.963
H 2.405 2.433 -0.411
H 1.396 1.747 0.817
H -2.526 -1.640 0.112
H -0.300 1.952 -2.974
H -1.313 -2.370 3.360
H -0.113 -0.113 -1.823
H -0.038 3.476 -2.134
H 1.351 2.595 -2.796
H -2.477 -3.246 2.432
```

***

Top of the stability list: w, leading by 35.2 kcal/mol.

***

w:
DFT (wB97M-V/def2-TZVPD) results for a 2-piece molecular cluster, C6H15NO overall.

SMILES = CCN1CCCC1.O
2S+1 = 1
M = 117.19 Da
Charge = 0

Structure (XYZ):
```
23
C6H15NO (wB97M-V/def2-TZVPD)
O -1.777 3.161 1.453
N 0.717 -0.604 -0.262
C -1.098 -2.239 -0.258
C 1.933 1.527 -0.583
C 0.328 -1.882 -0.837
C 1.172 0.371 -1.253
C -0.154 -0.210 0.844
C -1.378 -1.117 0.722
H 1.869 -0.101 -1.938
H 0.184 -1.857 -1.921
H -1.087 3.767 1.734
H -2.257 -0.480 0.580
H -0.337 0.858 0.889
H 0.306 0.782 -1.797
H -1.805 -2.240 -1.089
H 2.651 1.904 -1.325
H 0.451 -0.486 1.725
H 1.294 2.367 -0.350
H 1.142 -2.577 -0.602
H -1.050 -3.279 0.057
H -1.970 2.651 2.250
H 2.542 1.228 0.266
H -1.676 -1.541 1.694
```

***

x:
DFT (wB97M-V/def2-TZVPD) results for a 3-piece molecular cluster, C6H15NO overall.

2S+1 = 1
M = 117.19 Da
Charge = 0

Structure (XYZ):
```
23
C6H15NO (wB97M-V/def2-TZVPD)
O -0.111 1.272 1.310
N -3.186 -1.079 0.207
C 2.195 -1.276 0.544
C -2.857 0.274 -0.061
C -0.325 0.195 0.516
C 1.690 -0.260 -0.445
C 2.438 1.045 -0.462
C -0.793 0.269 -0.781
H -2.928 0.932 0.800
H 3.233 -1.587 0.345
H 2.005 1.754 -1.174
H 0.095 2.041 0.764
H 3.499 0.927 -0.734
H -3.679 -1.240 1.075
H -0.645 1.180 -1.348
H 1.576 -0.683 -1.443
H 2.168 -0.875 1.562
H 2.436 1.509 0.531
H -3.306 0.704 -0.953
H -0.916 -0.658 -1.320
H -0.553 -0.684 1.109
H -3.629 -1.567 -0.559
H 1.594 -2.190 0.519
```

***

Top of the stability list: w, leading by 87.1 kcal/mol.